1.
Computed, not measured: the molecule C4H7F at a distorted geometry, with ωB97M-V with the def2-TZVPD basis set.

Each line ends with the Mulliken charge.
Positions of all 12 atoms, in Å:
C -2.05057 0.12741 -0.00242  -0.9635
C -0.73144 -0.57030 0.06442  -0.1624
C 0.49616 -0.09672 0.05702  0.4790
C 0.91795 1.33398 -0.02494  -1.0300
F 1.43148 -1.00176 -0.01176  -0.2955
H -2.74715 -0.40315 -0.70307  0.2837
H -1.77792 1.10338 -0.36346  0.2954
H -2.41793 0.13568 0.96983  0.2625
H -0.75675 -1.64662 -0.26152  0.2587
H 0.02412 1.86215 0.03803  0.2520
H 1.59008 1.63246 0.75210  0.2982
H 1.40964 1.56566 -0.89052  0.3219

As for the total energy: -256.42898 Ha. The value obtained for the energy above the lowest of the compared OMol25 structures with the same formula, charge and spin is 9.33 kcal per mole. The spin multiplicity is 1. As for the total charge: 0. The largest force on an atom is 2.85 eV/Å.


2.
Computed, not measured: the molecule C4H7F2N at a distorted geometry, with ωB97M-V with the def2-TZVPD basis set.

Each line ends with the Mulliken charge.
Positions of all 14 atoms, in Å:
C 1.01961 -1.38772 -0.09819  -1.0128
N 0.23377 -0.19204 -0.06529  0.1384
C 0.96545 0.99232 -0.05404  -1.1552
C -1.10062 -0.24796 0.14529  0.5773
F -1.73023 -1.42997 -0.05708  -0.2706
C -1.96706 0.89088 0.19389  -0.4634
F -3.29044 0.61036 0.33974  -0.2679
H 1.83469 -1.49678 0.76145  0.2925
H 0.45102 -2.36823 -0.15987  0.3097
H 1.61142 -1.44843 -0.95185  0.4172
H 0.81041 1.75414 0.74467  0.3319
H 1.97818 0.89565 -0.22603  0.4270
H 0.72466 1.65607 -1.04522  0.3225
H -1.54087 1.77172 0.47252  0.3533

As for the total energy: -410.99933 Ha. The value obtained for the energy above the lowest of the compared OMol25 structures with the same formula, charge and spin is 46.98 kcal per mole. The spin multiplicity is 1. As for the total charge: 0. The largest force on an atom is 6.37 eV/Å.


3.
Computed, not measured: a structure of composition C4H7F3N2O at a distorted geometry, with ωB97M-V with the def2-TZVPD basis set.

Each line ends with the Mulliken charge.
Positions of all 17 atoms, in Å:
C -1.72912 0.29288 -0.91634  -0.9675
C -0.91608 -0.45608 1.28649  -0.9690
C 0.67157 0.25441 -0.44938  -0.5971
C 1.68584 -0.80294 -0.07279  0.8131
N 1.35024 1.77003 0.44000  0.1304
N -0.62668 0.09989 -0.01019  0.1827
O 1.77459 2.57387 -0.31496  -0.3106
F 2.81241 -0.65475 -0.78537  -0.2746
F 2.04763 -0.79983 1.21803  -0.2414
F 1.24123 -2.05012 -0.33141  -0.2815
H -1.47153 1.03711 -1.66750  0.3541
H -2.00406 -0.64138 -1.42319  0.3075
H -2.59709 0.65095 -0.36109  0.2996
H -1.04499 -1.54464 1.24366  0.2867
H -0.11368 -0.21961 1.98286  0.3321
H -1.83813 -0.01329 1.66473  0.3440
H 0.75785 0.50350 -1.50355  0.5915

As for the total energy: -640.85907 Ha. The value obtained for the energy above the lowest of the compared OMol25 structures with the same formula, charge and spin is 69.82 kcal per mole. The spin multiplicity is 1. As for the total charge: 0. The largest force on an atom is 2.04 eV/Å.


4.
Computed, not measured: the molecule C4H7FN2 at a distorted geometry, with ωB97M-V with the def2-TZVPD basis set.

Each line ends with the Mulliken charge.
Positions of all 14 atoms, in Å:
H 0.56564 1.16762 -1.91385  0.2645
N 1.00985 0.26984 -2.11190  -0.7163
C 0.90696 -0.20841 -0.97949  0.5168
N 1.53224 -1.40800 -0.47318  -0.5392
C 0.45861 0.52742 0.19338  -0.8848
C -0.84875 0.15035 0.78024  0.7782
C -2.10696 0.76706 0.90199  -0.8363
F -0.66988 -1.24478 1.12398  -0.3068
H 1.57329 -2.15251 -1.23532  0.2643
H 1.26168 -1.76761 0.35436  0.2524
H 1.17561 0.03993 0.83635  0.3195
H 0.38772 1.66047 0.09567  0.3831
H -2.45073 1.86240 0.70206  0.2684
H -2.79527 0.33621 1.72572  0.2363

As for the total energy: -365.89488 Ha. The value obtained for the energy above the lowest of the compared OMol25 structures with the same formula, charge and spin is 52.47 kcal per mole. The spin multiplicity is 1. As for the total charge: 0. The largest force on an atom is 7.29 eV/Å.


> What is the formula in the first record?

C4H7F